Here is the molecule C3H6Cl2O3S from the Open Molecules 2025 dataset. Energies are from ωB97M-V/def2-TZVPD.

Geometry as XYZ:
```
15
Properties=species:S:1:pos:R:3
O -1.03008 -0.22382 -1.63440
S -1.03921 0.40953 -0.37655
O -0.82555 1.86896 -0.31839
C -2.50886 -0.06471 0.49800
Cl -3.88155 -0.29664 -0.51491
O 0.00473 -0.29929 0.64197
C 1.28788 -0.75328 -0.01452
C 2.26411 0.42992 0.04592
Cl 3.80446 -0.07620 -0.57855
H -2.42194 -0.93101 1.03528
H -2.57136 0.95173 1.19576
H 0.93021 -1.10985 -0.86964
H 1.65715 -1.85832 0.47664
H 1.81517 1.20937 -0.81207
H 2.51482 0.74361 1.22548
```

* Kohn-Sham gap: 11.51 eV
* energy relative to the best compared isomer or geometry (same formula, charge and spin): 100.93 kJ/mol
* structure (SMILES): O=S(=O)(CCl)OCCCl


Here is a cluster of 7 separate species, C37H70ClF6IN3O9 in total from the Open Molecules 2025 dataset. Energies are from ωB97M-V/def2-TZVPD.

Geometry as XYZ:
```
127
Properties=species:S:1:pos:R:3
C 4.10023 -1.28617 3.06973
C 3.82963 -0.56967 1.98991
C 3.69759 0.18855 0.57665
N 5.04019 0.20064 -0.09324
Cl 6.14039 1.43121 0.46037
C 5.44478 -0.66393 -1.05511
N 6.73112 -0.71612 -1.70901
C 7.90463 -1.06852 -0.87973
C 8.84824 -2.15391 -1.68143
C 9.80364 -2.85231 -0.54810
F 10.33457 -1.83323 0.38279
C 6.96005 0.12795 -2.89148
C 6.38021 1.62614 -2.89734
C 5.92098 2.00833 -4.43326
I 7.92460 3.13162 -2.36627
N 4.41781 -1.71840 -1.40938
C 4.77749 -3.04845 -0.80876
O 4.06037 -3.31299 0.42510
C 2.70368 -3.78005 0.17736
C 1.58619 -2.60736 0.14477
O 0.20709 -3.13874 0.12418
C -0.74481 -2.07787 -0.16141
C -1.87082 -1.85872 0.98343
O -2.24939 -0.43770 1.13122
C -2.79315 0.08105 -0.11542
C -3.72483 1.41058 0.09385
C 4.18188 -1.77962 -2.87237
F 3.97529 -0.45993 -3.47988
F 5.26512 -2.51999 -3.54294
C 2.83002 -2.61676 -3.25746
C 2.79529 -4.18490 -3.46714
C 1.52145 -5.03379 -3.84938
C 0.16557 -4.25982 -4.08260
C 0.19248 -2.68588 -3.90105
C -1.20058 -1.90452 -4.18497
F -1.04204 -0.47055 -4.04325
F -1.47391 -2.11148 -5.60897
F -2.31331 -2.43664 -3.45591
C 1.45724 -1.83588 -3.48291
H 4.51620 -1.76645 4.03358
H 2.82710 -0.16858 -0.08011
H 3.46106 1.30225 0.84110
H 8.62042 -0.19157 -0.61777
H 7.53809 -1.64214 0.06566
H 9.55044 -1.59244 -2.42573
H 8.21277 -2.94805 -2.24786
H 10.68183 -3.44214 -1.00188
H 9.17096 -3.56181 0.12330
H 6.57006 -0.38768 -3.86613
H 8.11384 0.21413 -3.05709
H 5.45305 1.81755 -2.24907
H 5.46131 1.09386 -4.98098
H 5.03854 2.76247 -4.30969
H 6.74566 2.54354 -5.02596
H 4.70617 -3.94269 -1.52617
H 5.90392 -2.97302 -0.50391
H 2.68558 -4.47905 -0.73862
H 2.42213 -4.45319 1.09050
H 1.68479 -1.89081 -0.75007
H 1.65616 -2.01584 1.15149
H -0.27398 -1.04727 -0.36913
H -1.32473 -2.36726 -1.13244
H -2.87032 -2.42418 0.76060
H -1.46174 -2.17821 2.02419
H -3.45033 -0.68390 -0.69588
H -1.89730 0.44054 -0.77566
H -4.42362 1.58866 -0.82586
H -4.43822 1.31135 1.01200
H -3.11059 2.37708 0.21452
H 3.78786 -4.77058 -3.32495
H 1.59747 -6.17708 -3.96282
H -0.78663 -4.85245 -4.39146
H 1.45319 -0.69578 -3.33365
C -1.52338 3.31186 4.15388
C -2.09631 2.97238 2.79261
O -1.04504 2.67450 1.88115
H -0.84748 4.16908 4.08349
H -2.31949 3.54779 4.86438
H -0.93705 2.47523 4.54674
H -2.66259 3.81761 2.39420
H -2.76397 2.10750 2.85286
H -0.55548 1.91957 2.23820
C 3.07689 -8.03792 2.88908
C 2.57927 -7.73018 1.49119
O 3.65221 -7.26469 0.68086
H 3.51804 -7.14665 3.34437
H 2.26139 -8.39192 3.52453
H 3.85928 -8.80236 2.86192
H 1.81372 -6.95097 1.52063
H 2.14734 -8.62091 1.02466
H 4.32150 -7.96368 0.65282
C 2.38336 6.12406 3.36532
C 1.15024 6.99314 3.51135
O 0.44966 6.65246 4.70036
H 2.10594 5.06636 3.33541
H 2.92958 6.37185 2.45147
H 3.05226 6.25409 4.22156
H 0.47503 6.84400 2.66547
H 1.42111 8.05272 3.55424
H 1.05136 6.79557 5.44519
C -8.76381 1.81573 2.47183
C -7.58737 1.83804 1.51703
O -6.36595 1.75630 2.24414
H -8.70182 2.64981 3.17711
H -9.70909 1.88294 1.92754
H -8.76357 0.89592 3.06543
H -7.57870 2.76680 0.94238
H -7.63594 0.99868 0.81591
H -6.37833 0.92678 2.74335
C -13.63049 1.73637 -0.47502
C -12.44282 0.95419 0.04875
O -11.61520 1.79459 0.84349
H -13.29528 2.58885 -1.07243
H -14.27302 1.10361 -1.09240
H -14.22323 2.13985 0.35156
H -11.84168 0.57165 -0.77944
H -12.77080 0.10611 0.65801
H -12.15273 2.12220 1.57936
C -7.11949 7.16925 0.07237
C -7.76201 5.81319 0.28463
O -6.90688 4.78522 -0.19926
H -6.91427 7.33475 -0.98902
H -7.76876 7.96997 0.43535
H -6.16027 7.22928 0.59561
H -8.70867 5.74958 -0.25703
H -7.95923 5.63551 1.34666
H -6.07411 4.84285 0.29161
```

* Kohn-Sham gap: 6.30 eV
* net charge: +1


Here is a cluster of 9 separate species, C55H76B3F12N10O2 in total from the Open Molecules 2025 dataset. Energies are from ωB97M-V/def2-TZVPD.

Geometry as XYZ:
```
158
Properties=species:S:1:pos:R:3
C 1.13174 5.23366 0.57784
C 0.06413 5.16413 1.62190
O 0.13990 5.40417 2.78360
N -1.20479 4.60458 1.06667
H -1.00258 3.92744 0.30197
H -1.86143 4.23798 1.75296
C -1.95835 5.74796 0.37759
H 1.82399 4.38294 0.57725
H 1.84098 6.05073 0.68960
H 0.72070 5.11395 -0.42663
H -2.89316 5.32693 0.01775
H -1.31822 6.15392 -0.39557
H -2.25825 6.52314 1.08259
C 2.43563 -9.23688 5.12360
N 2.12549 -7.81869 4.78309
C 2.00134 -6.92274 5.77299
C 1.70510 -5.60085 5.47151
C 1.41309 -5.21479 4.17667
C 1.50268 -6.18839 3.17594
C 1.85723 -7.47734 3.50680
C 0.93047 -3.83695 3.88365
C -0.17366 -3.61169 3.06346
C -0.62114 -2.33682 2.83878
N -0.07284 -1.28517 3.47690
C 1.08610 -1.44601 4.13909
C 1.58577 -2.71094 4.38846
C -0.66177 0.05103 3.21428
H 1.75253 -9.55486 5.90831
H 3.47703 -9.37484 5.39737
H 2.17744 -9.83191 4.25110
H 2.33379 -7.25616 6.74729
H 1.74218 -4.88806 6.28577
H 1.21062 -5.99006 2.15084
H 2.04769 -8.21503 2.74064
H -0.65288 -4.47419 2.62006
H -1.37940 -2.16900 2.08821
H 1.53473 -0.58499 4.61069
H 2.52375 -2.83240 4.91409
H 0.10151 0.81013 3.08011
H -1.31837 0.29566 4.04913
H -1.25790 -0.04008 2.31297
C -12.01990 1.13794 -3.50822
N -10.59398 0.90498 -3.13670
C -9.62544 1.10127 -4.04120
C -8.28926 0.91294 -3.70403
C -7.97181 0.42925 -2.43766
C -9.02401 0.11562 -1.57985
C -10.32802 0.36686 -1.92678
C -6.54246 0.25895 -2.03238
C -5.53168 1.03052 -2.61014
C -4.23415 0.90887 -2.16276
N -3.93633 0.03717 -1.18372
C -4.88215 -0.71109 -0.58669
C -6.18063 -0.67387 -1.05738
C -2.52823 -0.01233 -0.70997
H -12.07595 1.69834 -4.43885
H -12.45864 1.80302 -2.76676
H -12.51001 0.17509 -3.61164
H -9.95772 1.38713 -5.02897
H -7.65619 1.01822 -4.57641
H -8.83737 -0.30979 -0.60367
H -11.19497 0.25154 -1.29136
H -5.72014 1.72295 -3.41853
H -3.37507 1.37869 -2.62586
H -4.55114 -1.32769 0.23450
H -6.87420 -1.33279 -0.55393
H -2.19340 0.98168 -0.42931
H -1.87905 -0.33363 -1.52350
H -2.42324 -0.75933 0.06907
C 1.43873 3.37188 -3.92612
N 1.31395 1.92112 -4.25790
C 1.46458 1.54020 -5.52762
C 1.40755 0.20533 -5.88968
C 1.17478 -0.74321 -4.90419
C 0.87276 -0.29376 -3.61148
C 0.89672 1.05080 -3.31239
C 1.23124 -2.19740 -5.23157
C 0.28512 -3.06344 -4.67991
C 0.12782 -4.33463 -5.20564
N 0.86612 -4.73164 -6.25298
C 1.86853 -3.95961 -6.72314
C 2.14827 -2.74564 -6.13238
C 0.60326 -6.02714 -6.93670
H 1.05522 3.54804 -2.92660
H 0.84641 3.90090 -4.66452
H 2.51391 3.53838 -3.91912
H 1.66169 2.29794 -6.27522
H 1.66971 -0.08639 -6.89760
H 0.81010 -1.03374 -2.82285
H 0.70990 1.40034 -2.30756
H -0.31573 -2.81592 -3.81361
H -0.62131 -5.03164 -4.85633
H 2.36707 -4.33030 -7.60893
H 2.96629 -2.13234 -6.48393
H 0.60308 -5.85757 -8.00834
H -0.38252 -6.37510 -6.63392
H 1.30993 -6.77640 -6.58816
C 0.81712 7.27966 8.40459
N 1.48451 6.45811 7.34620
C 0.84264 5.44372 6.73996
C 1.44571 4.74494 5.72502
C 2.69513 5.11753 5.24262
C 3.27266 6.26094 5.78933
C 2.66303 6.89704 6.84884
C 3.28300 4.38639 4.10070
C 3.35923 2.98622 4.04744
C 3.97640 2.34993 3.00006
N 4.45016 3.07944 1.96352
C 4.24382 4.39888 1.88452
C 3.71415 5.07073 2.97549
C 5.15251 2.36687 0.85640
H 1.41016 7.16194 9.31253
H -0.20695 6.94973 8.51469
H 0.92856 8.32974 8.14342
H -0.17266 5.26103 7.06298
H 0.92676 3.91590 5.26416
H 4.22039 6.65485 5.44465
H 3.03292 7.78192 7.35020
H 2.93554 2.44269 4.88253
H 4.14729 1.29362 2.86696
H 4.77797 4.90551 1.09040
H 3.72014 6.14831 2.86124
H 5.61573 1.46372 1.23280
H 5.91268 3.05104 0.48592
H 4.40950 2.19257 0.08028
C 3.57766 -3.07886 0.29077
C 3.26616 -2.86021 -1.17146
C 4.39318 -2.25921 -1.99364
O 3.98755 -2.23362 -3.35030
C 5.00344 -1.65107 -4.14092
N 2.85632 -4.15909 -1.82222
H 2.92122 -4.07164 -2.84496
H 3.49979 -4.92974 -1.62806
H 1.87281 -4.36528 -1.62925
H 4.30841 -3.86578 0.48789
H 2.64137 -3.28668 0.80944
H 4.00780 -2.16675 0.70573
H 2.39434 -2.21128 -1.25713
H 5.25026 -2.93692 -1.87412
H 4.56206 -1.24253 -1.63521
H 5.92252 -2.24934 -4.15304
H 5.25491 -0.62900 -3.84466
H 4.75134 -1.61745 -5.20242
B -1.82391 3.70190 -2.27120
F -1.09855 4.88203 -2.41742
F -1.07751 2.99170 -1.21129
F -3.13501 3.89934 -1.89199
F -1.76016 2.88805 -3.40994
B 1.42343 0.69547 0.36559
F 2.31172 0.31037 -0.66131
F 0.18479 0.09330 0.13155
F 1.98272 0.34164 1.61891
F 1.27698 2.11181 0.30332
B -0.38731 -3.77325 -0.47639
F -1.53546 -3.78341 0.34452
F 0.52241 -4.74939 0.00527
F -0.77527 -4.19168 -1.77003
F 0.23305 -2.52551 -0.48176
```

* Kohn-Sham gap: 8.79 eV
* net charge: +7
* energy relative to the best compared isomer or geometry (same formula, charge and spin): 0.00 kJ/mol


Here is the molecule C2H5NO from the Open Molecules 2025 dataset. Energies are from ωB97M-V/def2-TZVPD.

Geometry as XYZ:
```
9
Properties=species:S:1:pos:R:3
C 1.25077 -0.38596 0.27604
C 0.21735 0.30681 -0.26555
N -1.04393 -0.31247 -0.37835
O -1.86288 0.52065 0.42614
H 1.09265 -1.37778 0.67268
H 2.28369 -0.11874 0.11722
H 0.41180 1.26325 -0.73849
H -1.13915 -1.28972 -0.10667
H -1.21030 1.39396 -0.00302
```

* Kohn-Sham gap: 9.63 eV
* energy relative to the best compared isomer or geometry (same formula, charge and spin): 458.66 kJ/mol
* structure (SMILES): C=CNO


Which value of Kohn-Sham gap does entry 1 give? 11.51 eV


Please write out number 1 again, unchanged.
Here is the molecule C3H6Cl2O3S from the Open Molecules 2025 dataset. Energies are from ωB97M-V/def2-TZVPD.

Geometry as XYZ:
```
15
Properties=species:S:1:pos:R:3
O -1.03008 -0.22382 -1.63440
S -1.03921 0.40953 -0.37655
O -0.82555 1.86896 -0.31839
C -2.50886 -0.06471 0.49800
Cl -3.88155 -0.29664 -0.51491
O 0.00473 -0.29929 0.64197
C 1.28788 -0.75328 -0.01452
C 2.26411 0.42992 0.04592
Cl 3.80446 -0.07620 -0.57855
H -2.42194 -0.93101 1.03528
H -2.57136 0.95173 1.19576
H 0.93021 -1.10985 -0.86964
H 1.65715 -1.85832 0.47664
H 1.81517 1.20937 -0.81207
H 2.51482 0.74361 1.22548
```

* Kohn-Sham gap: 11.51 eV
* energy relative to the best compared isomer or geometry (same formula, charge and spin): 100.93 kJ/mol
* structure (SMILES): O=S(=O)(CCl)OCCCl